No. 1
ORCA calculation (ωB97M-V/def2-TZVPD) on a structure of composition C28H46I3N2O4 at a distorted geometry.

```
83
Properties=species:S:1:pos:R:3:forces:R:3:mulliken_charge:R:1
C -3.39984 5.96825 0.41345 -0.9 -0.9 -0.2 -0.835
C -2.19563 5.14784 -0.33772 6.0 -0.5 3.1 0.595
O -1.05413 4.96138 0.37330 -7.1 0.9 -4.8 -0.492
O -2.20392 4.63693 -1.71698 -1.9 1.0 4.0 -0.242
C -3.55820 4.30592 -2.18636 -0.8 -0.9 -2.3 -0.504
C -3.38474 2.93460 -3.12828 1.1 0.2 1.4 -0.619
C -2.75366 1.78261 -2.09277 -0.3 -0.2 0.5 0.313
C -3.51434 0.33330 -2.20010 -0.4 0.3 -0.4 -0.536
C -3.51957 -0.53640 -0.80983 -1.5 -0.3 -0.9 -0.889
N -2.17737 -0.65702 -0.12264 0.2 4.0 3.1 1.070
C -1.88285 0.30134 0.85506 0.9 -3.8 -1.4 -0.679
C -0.34541 0.03345 1.45301 -0.2 1.6 -1.8 0.952
C -0.18887 -0.67863 2.92129 0.2 0.5 -0.2 -0.428
C -1.08015 0.17999 4.00925 0.5 0.1 0.1 -0.454
N -2.37147 -0.55603 4.36267 0.4 1.9 0.2 -0.567
C 0.28764 1.55597 1.37201 -0.1 0.3 -0.6 -0.591
C 1.88929 1.59536 0.98512 0.5 1.8 1.4 -0.308
C 2.56378 2.74518 1.98887 1.8 1.7 2.4 -0.010
C 2.60661 4.36091 1.63951 1.8 -1.8 4.1 -0.209
C 3.33573 5.34929 2.75336 -0.1 -3.7 1.1 -0.442
C 4.00230 4.77453 4.16523 -1.8 -2.6 -2.4 -0.346
C 3.94238 3.16429 4.50588 -2.0 1.2 -4.1 -0.381
C 3.22071 2.16615 3.40971 0.1 4.2 -0.8 -0.273
C 0.23220 -0.70221 0.10678 -0.9 -0.3 -0.7 -0.420
C -1.04195 -1.68139 -0.32702 0.4 0.0 1.5 -0.221
I -0.70798 -2.18163 -2.47641 -0.5 0.1 1.1 0.166
C -1.38014 -2.99683 0.59107 3.7 -3.0 1.0 -0.521
I -3.39432 -3.44268 1.44349 1.5 1.0 -1.1 0.071
C -0.31088 -4.00761 0.95753 -2.2 2.9 -1.6 -0.376
C 1.25677 -3.92148 0.48566 -0.1 0.2 1.4 -0.405
I -0.86372 -5.74918 2.23962 0.9 1.6 -1.2 0.072
H -3.89367 6.80547 -0.24129 1.1 -1.8 1.1 0.303
H -3.06795 6.41944 1.44956 -0.1 -1.1 -2.4 0.300
H -4.23779 5.15944 0.67533 1.7 1.8 -0.7 0.235
H -4.31805 4.00847 -1.34739 1.6 1.0 -1.4 0.247
H -3.92477 5.18908 -2.88146 0.5 -1.8 1.7 0.331
H -2.55098 3.15590 -3.91965 -1.9 -0.4 1.2 0.314
H -4.41794 2.59831 -3.59547 2.3 0.8 0.9 0.340
H -1.57332 1.67696 -2.21814 -2.6 0.2 0.2 0.136
H -2.93505 2.17111 -0.97908 0.4 -0.7 -2.3 -0.215
H -3.10389 -0.33095 -3.07390 -0.7 1.4 1.7 0.167
H -4.65730 0.56625 -2.45209 2.4 -0.7 0.7 0.389
H -3.89395 -1.62280 -1.03985 0.7 2.1 0.5 0.306
H -4.29461 -0.02595 -0.06103 1.9 -1.2 -1.5 0.322
H -2.64826 1.15104 1.15391 1.6 -2.0 -0.8 0.289
H 0.97422 -0.64504 3.18623 -2.5 0.2 -0.6 0.263
H -0.48502 -1.81504 2.95438 0.3 2.4 -0.2 0.252
H -0.41842 0.30290 4.96757 -1.4 -0.1 -1.9 0.334
H -1.39674 1.25442 3.59825 1.3 -2.2 0.8 0.232
H -2.53466 -0.36559 5.38495 0.0 -0.4 -1.5 0.290
H -3.12110 -0.02210 3.85291 0.7 -1.0 0.9 0.232
H 0.11597 2.19937 2.33766 0.3 -1.4 -1.9 0.397
H -0.27931 2.09664 0.47508 1.1 -0.9 1.9 -0.048
H 2.03955 2.00555 -0.10315 -0.3 -1.2 2.0 0.396
H 2.46322 0.58990 1.20127 -1.2 2.0 -0.6 0.281
H 2.12054 4.79250 0.65712 1.1 -1.0 2.3 0.256
H 3.38623 6.51075 2.59821 -0.2 -2.6 0.2 0.287
H 4.50058 5.53301 4.94067 -1.3 -1.9 -2.0 0.282
H 4.38764 2.65657 5.46805 -0.9 1.4 -2.1 0.290
H 3.14373 1.01709 3.62847 0.2 2.5 -0.5 0.167
H 0.25333 0.04871 -0.80884 -0.1 -1.2 2.1 0.295
H 1.30971 -1.15836 0.09309 -2.4 0.4 0.5 0.178
H 1.79445 -3.17904 1.25015 -1.1 -1.5 -1.7 0.257
H 1.80722 -4.96528 0.64894 -1.5 2.3 -0.6 0.426
H 1.38612 -3.49001 -0.59555 -0.4 -1.0 2.1 0.011
C 4.17337 -2.65727 -2.55033 0.0 0.0 -0.2 -0.652
C 4.90564 -2.54608 -1.22910 0.0 -0.2 -0.3 -0.408
O 4.09624 -3.05933 -0.18129 -0.3 -0.3 0.3 -0.473
H 3.22815 -2.10576 -2.51402 0.1 0.1 0.0 0.064
H 4.78218 -2.26155 -3.36815 -0.1 -0.1 0.0 0.406
H 3.92489 -3.70096 -2.76889 0.1 0.0 -0.1 0.177
H 5.13249 -1.49982 -1.00404 -0.1 -0.2 0.2 0.297
H 5.84568 -3.10566 -1.25303 0.1 0.2 -0.1 0.319
H 3.90743 -3.99115 -0.38644 0.2 0.5 0.1 0.278
C 0.03781 -6.07687 -4.81815 -0.1 -0.1 -0.2 -0.893
C 1.06210 -6.47097 -3.77425 -0.3 0.2 -0.1 -0.235
O 1.96464 -5.39767 -3.55088 0.2 0.4 0.3 -0.426
H 0.53025 -5.81061 -5.75917 0.0 -0.1 0.1 0.260
H -0.66304 -6.89530 -5.00532 0.0 0.1 0.0 0.356
H -0.52672 -5.19652 -4.49395 -0.1 -0.1 0.1 0.199
H 1.63868 -7.33729 -4.11164 0.1 0.2 0.1 0.288
H 0.57841 -6.72616 -2.82645 -0.1 -0.2 0.0 0.225
H 1.44377 -4.63593 -3.24355 0.3 -0.4 -0.2 0.190
```
Positions in Å, forces in eV/Å.

The calculation puts the maximum force at 8.62 eV/A. The value obtained for the gap between HOMO and LUMO is 6.0 eV. The value obtained for the HOMO energy is -10.2 eV. As for the total charge: +1. The spin multiplicity is 1.

=====

No. 2
ORCA calculation (ωB97M-V/def2-TZVPD) on a structure of composition C43H40Cl5N6OP2S4SbSr at a distorted geometry.

```
103
Properties=species:S:1:pos:R:3:forces:R:3:mulliken_charge:R:1
Sr 0.74919 1.63803 0.65688 -0.8 0.3 0.8 0.196
C -0.09463 -5.02973 1.27198 0.0 0.0 0.2 -2.140
P -0.39320 -3.26076 1.05409 0.1 0.0 0.0 0.503
C -1.48061 -3.27094 -0.46663 0.0 -0.2 0.1 -0.524
N -2.33248 -4.19341 -0.14176 -0.1 0.0 0.0 0.403
C -3.24064 -4.65438 -1.04010 0.0 0.0 -0.1 0.188
C -4.18073 -5.64046 -0.68007 0.0 0.0 0.0 -0.739
C -5.05341 -6.10455 -1.62561 0.0 0.0 0.0 -0.612
C -5.00952 -5.61063 -2.94810 0.0 0.0 0.0 -0.536
C -4.10045 -4.65423 -3.30803 0.0 0.0 0.0 -0.409
C -3.20214 -4.15502 -2.34154 0.0 0.0 0.0 -0.094
N -2.33207 -3.16439 -2.65996 -0.1 0.1 -0.1 0.032
C -1.50615 -2.66924 -1.78256 0.0 0.1 -0.3 -0.170
P -0.55425 -1.19988 -2.44143 -0.2 -0.3 0.2 1.060
C -0.26883 -1.83216 -4.13987 0.2 0.2 0.0 -1.563
C -1.96859 0.01389 -2.63776 0.1 0.0 0.1 2.345
C -3.19012 -0.36612 -3.47223 0.1 0.0 0.0 -1.933
C -1.36200 1.28424 -3.24979 -0.1 0.0 0.1 -1.587
C -2.41538 0.31763 -1.21224 -0.2 0.1 0.0 -1.496
C -1.55337 -2.76976 2.46569 0.0 0.0 0.0 2.216
C -2.44986 -3.94714 2.89255 0.0 0.0 0.0 -1.887
C -2.43557 -1.59216 2.03348 0.0 0.0 0.0 -1.683
C -0.75488 -2.38949 3.72586 0.0 0.0 0.0 -1.662
H -1.06080 -5.51310 1.37160 0.0 0.0 0.0 0.605
H 0.49134 -5.18465 2.17774 0.0 0.0 0.0 0.485
H 0.44041 -5.38921 0.39813 0.0 0.0 0.0 0.466
H -4.19300 -6.00311 0.34000 0.0 0.0 0.0 0.436
H -5.79088 -6.85275 -1.36364 0.0 0.0 0.0 0.377
H -5.71504 -5.98912 -3.67721 0.0 0.0 0.0 0.368
H -4.05389 -4.24458 -4.30874 0.0 0.0 0.0 0.445
H -1.15943 -2.27611 -4.57689 0.0 0.0 0.1 0.366
H 0.52792 -2.57197 -4.06577 0.0 0.0 0.0 0.381
H 0.06780 -1.00261 -4.76754 0.0 0.0 0.0 0.436
H -2.92092 -0.58374 -4.51014 0.0 0.0 0.0 0.377
H -3.88360 0.47973 -3.45731 0.0 0.0 0.0 0.507
H -3.71532 -1.22325 -3.06281 0.0 -0.1 0.0 0.333
H -0.99097 1.11994 -4.26583 0.0 0.0 0.0 0.347
H -0.54640 1.67826 -2.63957 0.0 0.0 0.0 -0.024
H -2.13489 2.05829 -3.27925 0.0 0.0 0.0 0.516
H -2.96668 -0.50473 -0.74940 0.0 0.0 0.0 0.300
H -3.08745 1.18032 -1.19940 0.0 0.1 0.1 0.233
H -1.56488 0.54894 -0.56420 0.0 0.0 0.1 0.037
H -3.04464 -4.34331 2.07779 0.0 0.0 0.0 0.151
H -3.13001 -3.55867 3.65360 0.0 0.0 0.0 0.619
H -1.87154 -4.75375 3.35045 0.0 0.0 0.0 0.357
H -3.17888 -1.86897 1.28500 0.0 0.0 0.0 0.272
H -1.86026 -0.74378 1.66342 0.0 0.0 0.0 -0.092
H -2.98537 -1.22832 2.90463 0.0 0.0 0.0 0.468
H 0.07266 -3.07748 3.92876 0.0 0.0 0.0 0.299
H -1.44309 -2.43816 4.57260 0.0 0.0 0.0 0.631
H -0.37412 -1.37592 3.67270 0.0 0.0 0.0 0.096
Cl 1.14490 -3.95218 -1.76905 0.0 0.0 0.0 -0.508
C 1.16965 -2.35765 1.35404 0.2 0.1 0.3 0.353
C 0.93238 -1.03566 1.78348 0.0 0.0 -0.2 -0.324
C 1.85952 -0.50882 2.66948 0.1 0.0 -0.2 0.829
Cl 1.43696 0.99906 3.49229 0.1 0.0 -0.2 0.122
C 3.06464 -1.11383 2.99058 0.0 0.1 0.1 -0.470
Cl 4.19253 -0.37133 4.07400 0.0 0.0 0.0 -0.163
C 3.36137 -2.33430 2.40041 0.2 -0.1 0.0 -0.068
Cl 4.91667 -3.05057 2.67852 0.0 0.0 0.0 -0.218
C 2.40454 -2.99351 1.62424 -0.2 0.0 -0.1 0.735
Cl 2.87602 -4.54172 1.02043 0.0 0.0 -0.1 -0.125
S -5.26801 0.66960 1.13767 0.0 0.0 -0.1 -0.756
Sb -4.52374 2.85406 1.31822 0.2 0.2 -0.1 0.275
S -0.82891 3.54062 2.97803 0.0 -0.1 -0.1 -0.425
S -1.87041 2.32132 1.62473 0.0 -0.3 0.1 -0.030
S -4.42066 3.81428 -0.84362 0.1 -0.1 0.0 -0.786
C 2.25704 5.93135 2.51881 0.0 0.0 0.0 -1.334
C 1.62256 4.89746 1.80296 0.1 0.1 -0.1 -1.038
N 2.25797 3.79592 1.44598 0.0 0.0 -0.3 0.993
C 3.56044 3.67151 1.73697 0.1 0.2 0.1 -0.343
C 4.28853 4.66154 2.41721 -0.1 0.0 0.1 1.219
C 3.58220 5.81090 2.82449 0.0 0.0 0.0 -0.721
C 5.68386 4.48177 2.67624 0.0 0.0 0.0 -0.872
C 6.33085 3.37206 2.26263 0.0 0.0 0.0 -1.030
C 5.62478 2.34182 1.55994 -0.1 0.0 0.1 1.319
C 6.25842 1.16874 1.12001 0.0 0.0 0.0 -0.672
C 5.53503 0.20668 0.47081 -0.1 -0.1 0.0 -1.192
C 4.16631 0.42922 0.26674 0.1 0.0 0.0 -0.570
N 3.54679 1.52372 0.65498 -0.2 -0.1 0.0 0.856
C 4.24756 2.47627 1.30753 0.3 -0.2 -0.1 -0.471
H 1.67736 6.79488 2.81401 0.0 0.0 0.0 0.423
H 0.57448 4.96781 1.54373 0.0 0.0 0.0 0.955
H 4.10608 6.59027 3.36712 0.0 0.0 0.0 0.378
H 6.21076 5.26326 3.21191 0.0 0.0 0.0 0.374
H 7.38785 3.23386 2.45618 0.0 0.0 0.0 0.383
H 7.31706 1.03445 1.31109 0.0 0.0 0.0 0.386
H 5.98367 -0.71807 0.13574 0.0 0.0 0.0 0.460
H 3.56538 -0.32786 -0.23078 0.0 0.0 0.0 0.494
O 2.29460 0.69912 -2.92949 -0.3 0.0 0.1 -0.271
C 1.64468 0.81638 -2.01315 0.6 0.1 -0.1 0.114
N -0.59104 7.78164 -4.31961 0.0 0.0 0.0 -0.559
C -0.45344 6.89005 -3.60791 0.0 0.0 0.1 -0.157
C -0.23763 5.78646 -2.70427 0.0 0.0 0.0 0.543
C 1.06118 5.29687 -2.53069 0.0 0.0 0.0 -0.881
C 1.24669 4.25393 -1.65329 0.0 0.0 0.0 -0.645
N 0.24773 3.68443 -0.96328 0.1 0.1 -0.3 1.497
C -0.98731 4.15379 -1.14279 0.0 0.0 0.1 -0.595
C -1.27985 5.20899 -2.00490 0.0 -0.1 0.0 -0.507
H 1.89478 5.72802 -3.06715 0.0 0.0 0.0 0.494
H 2.24179 3.85624 -1.47779 0.0 0.0 0.0 0.325
H -1.79566 3.69653 -0.57670 0.0 0.0 0.0 0.023
H -2.31732 5.51313 -2.07829 0.0 0.0 0.0 0.480
```
Positions in Å, forces in eV/Å.

The calculation puts the maximum force at 1.13 eV/A. The value obtained for the gap between HOMO and LUMO is 3.9 eV. As for the energy above the lowest of the compared OMol25 structures with the same formula, charge and spin: 0.0 kcal/mol. The value obtained for the HOMO energy is -0.9 eV. As for the total charge: -2. The spin multiplicity is 1.

=====

Question: Which of these has the highest maximum force?
Answer: C28H46I3N2O4

=====

Question: Which formula does entry 2 have?
Answer: C43H40Cl5N6OP2S4SbSr

=====

Question: total charge of number 1 (C28H46I3N2O4)?
Answer: +1